ORCA calculation (ωB97M-V with the def2-TZVPD basis set) on a molecular structure, C2H2Br2FNO3.

## Properties
**Energy**: -152537.478 eV
**Kohn-Sham gap**: 10.08 eV
**Strongest force on any atom**: 3.00 eV/A
**Net charge**: 0
**LUMO energy**: -0.5 eV

Structure (XYZ):
```
11
Properties=species:S:1:pos:R:3:mulliken_charge:R:1
C 0.038 0.508 -0.480 -0.27
C 1.057 -0.320 0.532 0.26
N -1.187 -0.469 -0.551 0.97
O -1.031 -1.548 -1.110 -0.53
O -2.191 -0.170 0.040 -0.58
O -0.506 1.696 -0.072 -0.45
F 0.204 -0.632 1.607 -0.20
Br 2.482 0.791 1.293 -0.05
Br 1.712 -1.823 -0.358 0.03
H 0.564 0.613 -1.519 0.42
H -1.142 1.352 0.618 0.42
```